(1)
Computed, not measured: a cluster of 2 separate species, C14H26Br2F3NP in total, with the ωB97M-V functional and the def2-TZVPD basis.

```
47
Properties=species:S:1:pos:R:3:forces:R:3
C 4.2362 -2.0666 4.3435 0.1 0.2 0.0
C 3.7371 -1.1175 3.2880 -0.2 -0.1 -0.1
Br 4.7157 0.4947 3.1909 0.0 0.0 0.0
C 2.7381 -1.3920 2.4410 0.2 0.1 0.7
Br 2.2775 -0.1801 1.0643 0.0 0.0 -0.2
P 1.9436 -3.0381 2.3605 0.2 -0.3 -0.5
C 0.1413 -2.7500 2.0400 -0.2 0.0 0.4
C -0.7862 -2.4954 3.2383 -0.2 -0.1 -0.2
C -0.8312 -1.0761 3.7731 0.1 0.1 0.0
F -0.0241 -0.8939 4.8252 0.2 0.0 0.0
F -2.0720 -0.7456 4.1651 -0.1 -0.1 0.1
F -0.4787 -0.1512 2.8477 0.0 -0.1 -0.1
H 4.8078 -1.5211 5.0921 0.0 0.0 0.0
H 3.4155 -2.5744 4.8525 0.1 0.0 -0.1
H 4.9072 -2.8028 3.8898 -0.1 0.0 0.1
H 1.8480 -3.3205 3.7362 0.0 0.1 0.1
H -0.1945 -3.6801 1.5715 0.0 0.1 0.0
H 0.0361 -1.9599 1.2956 0.0 0.0 0.0
H -1.8165 -2.7357 2.9567 0.1 0.0 0.0
H -0.5372 -3.1507 4.0757 0.0 0.1 0.0
C -1.3247 3.6816 -4.0930 0.0 0.0 0.1
C -0.9782 3.5181 -2.6124 0.0 0.0 -0.2
C -0.1573 2.2605 -2.3197 0.0 0.1 0.0
N -0.9183 1.1179 -1.6803 0.0 -0.1 0.2
C -1.2425 1.4584 -0.2625 0.0 0.1 -0.1
C -2.1615 0.7548 -2.4530 0.0 0.0 -0.1
C -1.6627 -0.1832 -3.5331 0.1 0.0 0.0
C -0.6915 -1.0767 -2.7568 0.0 0.1 0.0
C -0.0509 -0.1385 -1.7277 0.0 -0.1 0.0
H -1.9116 2.8453 -4.4772 0.0 0.0 0.0
H -1.9009 4.5909 -4.2544 0.0 0.0 0.0
H -0.4171 3.7534 -4.6928 0.0 0.0 0.0
H -1.8862 3.5476 -2.0075 0.0 0.0 0.1
H -0.3878 4.3787 -2.2984 0.0 0.0 0.1
H 0.6540 2.4739 -1.6249 0.0 -0.1 0.0
H 0.2848 1.8676 -3.2340 0.0 0.0 0.0
H -1.8949 2.3269 -0.2402 0.0 0.0 0.0
H -0.3177 1.6661 0.2707 0.0 0.0 0.0
H -1.7435 0.6088 0.1933 0.0 0.0 0.0
H -2.8227 0.2355 -1.7600 0.0 0.0 0.0
H -2.6553 1.6550 -2.8036 0.0 0.0 0.0
H -1.1485 0.3725 -4.3188 0.0 0.0 0.0
H -2.4742 -0.7388 -3.9967 0.0 0.0 0.0
H 0.0520 -1.5505 -3.3929 0.0 0.0 0.0
H -1.2377 -1.8699 -2.2468 0.0 0.0 0.0
H 0.9576 0.1629 -1.9965 0.0 0.0 0.0
H -0.0263 -0.5619 -0.7286 0.1 0.0 0.0
```
Positions in Å, forces in eV/Å.

Results
- frontier orbital gap (eV) = 8.529
- net charge = +1
- DFT total energy (eV) = -173949.996
- maximum force (eV Å⁻¹) = 0.73
- ΔE to the lowest compared entry with this formula, charge and spin (kcal per mole) = 0.0

***

(2)
Computed, not measured: a structure of composition C42H35AsF6N9O2S2W, with the ωB97M-V functional and the def2-TZVPD basis.

```
98
Properties=species:S:1:pos:R:3:forces:R:3
W 0.3066 -0.1403 0.5049 3.2 -0.3 -3.7
C 4.7469 -0.4870 -0.6680 0.1 0.0 0.0
C 5.2643 0.6109 0.0201 0.0 -0.1 0.0
C 4.4100 1.6411 0.3041 0.1 0.0 0.0
C 3.0474 1.5434 -0.0233 -0.3 0.0 -0.2
N 2.5016 0.4075 -0.5119 0.2 0.3 0.6
C 3.3929 -0.5416 -0.9034 -0.2 -0.1 0.2
N 2.3344 2.6994 0.1141 0.3 0.0 0.1
C 1.0885 2.7995 -0.1158 -0.3 -0.1 0.0
N 0.1285 1.7788 -0.3076 -0.2 0.0 0.4
C -1.1057 2.4236 -0.5174 0.2 0.0 -0.2
N -2.2469 1.9312 -0.7824 -0.2 0.0 0.1
C -2.5821 0.6120 -0.9145 0.2 0.0 -0.1
C -3.9356 0.4074 -1.2176 -0.1 0.0 -0.1
C -4.4392 -0.8562 -1.3764 0.0 0.0 0.0
C -3.5596 -1.9267 -1.2450 -0.1 0.0 0.0
C -2.2484 -1.6692 -0.9480 0.1 0.1 0.0
N -1.7229 -0.4273 -0.7708 -0.3 0.0 0.3
C -0.9106 3.8766 -0.4479 0.0 -0.1 0.1
C -1.8150 4.9134 -0.5650 -0.1 0.0 -0.1
C -1.3107 6.2030 -0.4513 0.0 0.0 0.0
C 0.0497 6.4334 -0.2429 0.1 0.0 0.0
C 0.9486 5.3802 -0.1254 0.0 0.1 0.0
C 0.4283 4.1043 -0.2181 0.1 -0.1 0.0
H 5.3822 -1.2856 -1.0236 0.0 0.0 0.0
H 6.3121 0.6638 0.2821 0.0 0.0 0.0
H 4.7374 2.5654 0.7579 0.0 0.0 0.0
H 2.9902 -1.3585 -1.4720 0.0 -0.1 0.0
H -4.5459 1.2934 -1.3075 0.0 0.0 0.0
H -5.4871 -1.0153 -1.5923 0.0 0.0 0.0
H -3.8796 -2.9515 -1.3670 0.0 0.1 0.1
H -1.5721 -2.4980 -0.8319 0.0 0.0 0.1
H -2.8658 4.7226 -0.7328 0.0 0.0 0.0
H -1.9828 7.0470 -0.5254 0.0 0.0 0.0
H 0.4093 7.4506 -0.1691 0.0 0.0 0.0
H 2.0053 5.5421 0.0353 0.0 0.0 0.0
S 2.1274 -1.8044 1.3773 0.0 0.5 -0.1
C 2.0632 -3.2179 0.3867 0.0 -0.3 0.0
N 2.5543 -4.3781 0.9148 0.1 0.1 -0.1
C 2.2370 -5.6004 0.1886 0.0 0.0 -0.1
C 2.4232 -5.3563 -1.2948 0.0 0.1 0.1
N 1.5753 -4.2421 -1.7100 0.2 -0.1 -0.1
C 0.9381 -4.2840 -3.0359 -0.2 0.0 0.1
C -0.5390 -4.6017 -2.9526 0.0 0.1 0.0
C -0.9965 -5.7329 -2.2825 0.0 0.0 0.1
C -2.3500 -6.0294 -2.2489 0.0 0.0 0.0
C -3.2593 -5.1984 -2.8925 0.0 0.0 0.0
C -2.8104 -4.0689 -3.5587 0.1 -0.1 -0.1
C -1.4540 -3.7680 -3.5814 0.0 0.0 -0.1
C 1.4785 -3.1826 -0.8980 -0.2 -0.1 0.2
S 0.6195 -1.7963 -1.4518 0.0 0.7 0.3
C 3.1618 -4.5078 2.2487 -0.2 0.0 0.1
C 2.1393 -4.9916 3.2572 0.0 0.0 0.0
C 1.9993 -6.3481 3.5248 0.0 0.0 0.0
C 1.0625 -6.7812 4.4530 0.0 0.0 0.0
C 0.2679 -5.8587 5.1181 0.0 0.0 0.0
C 0.4078 -4.5015 4.8565 0.0 0.0 0.0
C 1.3389 -4.0695 3.9245 0.0 0.0 0.0
H 1.1977 -5.8758 0.3969 0.0 0.0 0.0
H 2.8854 -6.3988 0.5419 0.0 0.0 0.0
H 2.1433 -6.2458 -1.8537 0.0 0.0 0.0
H 3.4707 -5.1296 -1.5161 0.0 0.0 0.0
H 1.4723 -5.0325 -3.6207 0.0 0.0 0.0
H 1.0729 -3.3217 -3.5278 0.1 0.0 -0.1
H -0.2987 -6.4044 -1.7939 0.0 0.0 0.0
H -2.6952 -6.9189 -1.7391 0.0 0.0 0.0
H -4.3133 -5.4419 -2.8855 0.0 0.0 0.0
H -3.5131 -3.4243 -4.0706 0.0 0.0 0.0
H -1.1050 -2.8841 -4.1034 0.0 0.0 0.0
H 3.5652 -3.5438 2.5470 0.1 0.0 0.0
H 3.9829 -5.2183 2.1556 0.0 0.0 0.0
H 2.6392 -7.0713 3.0319 0.0 0.0 0.0
H 0.9681 -7.8365 4.6698 0.0 0.0 0.0
H -0.4466 -6.1960 5.8571 0.0 0.0 0.0
H -0.1927 -3.7789 5.3933 0.0 0.0 0.0
H 1.4644 -3.0057 3.7446 0.0 0.0 0.1
O -1.1581 0.5677 1.5397 -1.2 0.3 0.9
N -2.0514 -0.2306 2.0720 0.0 0.3 0.3
N -1.7430 -1.4239 1.9115 0.1 -0.1 0.6
O -0.6198 -1.7073 1.2767 -0.8 -0.9 0.7
C -2.5011 -2.5089 2.4867 0.0 0.0 -0.1
C -3.7528 -2.2421 3.0231 0.0 0.1 0.0
C -4.4579 -3.2952 3.5741 0.0 0.0 0.0
C -3.9155 -4.5763 3.5828 0.0 0.0 0.0
C -2.6575 -4.8115 3.0465 -0.1 0.0 0.0
C -1.9347 -3.7713 2.4848 0.1 0.0 -0.1
H -4.1517 -1.2376 3.0115 0.0 0.0 0.0
H -5.4341 -3.1163 4.0020 0.0 0.0 0.0
H -4.4798 -5.3939 4.0097 0.0 0.0 0.0
H -2.2309 -5.8046 3.0703 0.0 0.0 0.0
H -0.9477 -3.9315 2.0756 0.0 0.0 0.0
F 1.5342 0.7488 1.8953 -0.8 -0.1 0.1
As 1.3787 0.9188 4.0027 0.0 -0.2 0.2
F 0.0068 1.8395 3.6137 -0.1 0.0 0.0
F 2.3600 2.2785 3.7957 0.1 0.1 -0.1
F 1.1995 0.9361 5.6700 0.1 0.1 0.0
F 2.7662 -0.0771 3.9239 0.1 -0.1 0.0
F 0.4414 -0.5298 3.7846 -0.2 0.0 -0.2
```
Positions in Å, forces in eV/Å.

Results
- frontier orbital gap (spin up / spin down) (eV) = 6.469 / 4.022
- net charge = +2
- DFT total energy (eV) = -162254.813
- 2S+1 = 4
- maximum force (eV Å⁻¹) = 4.91
- ΔE to the lowest compared entry with this formula, charge and spin (kcal per mole) = 41.6
- <S²> = 3.77

***

(3)
Computed, not measured: a structure of composition C22H17Br2N8O4OsS2, with the ωB97M-V functional and the def2-TZVPD basis.

```
56
Properties=species:S:1:pos:R:3:forces:R:3
Os 0.3146 -0.2997 0.3073 1.8 -1.8 2.0
N -1.5295 -0.9062 3.4083 0.4 0.3 -0.5
C -0.2082 -0.6816 3.4983 -0.5 0.2 0.8
N 0.6147 -0.6039 2.4433 0.2 0.7 0.0
C 1.9598 -0.5484 2.9063 -0.4 -0.2 1.1
C 2.1168 -0.5537 4.2686 -0.2 0.3 -1.6
S 0.6025 -0.4724 5.0650 -1.0 -0.7 -1.1
C 2.9428 -0.4532 1.8718 2.6 0.4 0.0
C 4.3158 -0.3199 2.0515 -1.5 -0.2 -0.2
S 5.1128 -0.1724 0.5247 -1.7 -0.3 -0.3
C 3.5150 -0.3207 -0.2936 1.5 0.5 0.5
N 2.4798 -0.4020 0.5411 2.3 -0.6 0.1
N 3.4839 -0.2578 -1.6566 -1.0 -0.5 0.8
H -1.9396 -1.1300 2.4917 0.2 0.2 1.0
H -2.1063 -0.8237 4.2402 0.0 -0.3 -0.4
H 3.0128 -0.5576 4.8707 0.1 0.1 -0.2
H 4.8887 -0.3270 2.9984 -0.5 0.1 -0.8
H 4.3967 -0.3207 -2.0953 -0.4 -0.1 -0.3
H 2.6838 -0.7519 -2.0839 1.2 0.4 0.1
Br 0.3727 0.3246 -6.3425 0.0 0.1 0.8
C 0.4150 0.1903 -4.4718 -0.2 0.1 -0.4
C 0.2592 -1.0651 -3.8805 -0.3 -0.7 -0.6
C 0.3604 -1.2152 -2.5287 -0.2 0.2 1.2
N 0.5030 -0.1331 -1.6984 -0.1 0.5 -1.2
C 0.6125 1.1334 -2.2474 -0.7 -1.7 -0.8
C 0.5571 1.2934 -3.6332 0.3 0.9 1.0
C 0.6622 2.1730 -1.2411 0.1 1.5 1.3
C 0.7452 3.5402 -1.4892 -0.8 0.1 0.5
C 0.7804 4.4530 -0.3961 -0.1 -0.8 -0.5
Br 0.6473 6.2905 -0.6781 0.2 -0.6 0.1
C 0.8638 3.9134 0.8958 -0.1 0.2 0.4
C 0.7408 2.5598 1.1095 -0.1 -0.3 -1.1
N 0.5760 1.7041 0.0521 1.2 2.4 -0.2
H -0.0220 -1.9154 -4.5062 0.5 0.1 0.2
H 0.3187 -2.1658 -1.9783 -0.1 0.3 -0.6
H 0.6041 2.3189 -3.9927 0.1 -0.3 -0.3
H 0.5655 3.9166 -2.4901 0.5 0.0 0.0
H 0.9631 4.5508 1.7618 0.0 0.2 0.0
H 0.7631 2.1044 2.1081 -0.1 0.3 -0.4
C -2.8818 1.4952 -0.1093 0.4 0.4 -0.5
C -2.7510 0.0232 -0.0573 -0.5 -0.9 0.3
N -1.6386 -0.7131 0.1519 -3.5 -1.1 0.3
C -2.0313 -2.0894 0.2184 -0.8 2.5 -0.9
C -3.3627 -2.1273 -0.0394 0.0 1.5 0.5
N -3.8174 -0.7971 -0.1579 1.9 -0.5 0.0
C -4.2849 -3.2380 -0.0388 -1.5 -3.3 0.2
O -3.7031 -4.4555 0.1360 -0.5 1.4 -0.1
O -5.4841 -3.0749 -0.1524 1.8 0.2 0.1
C -0.9427 -3.0305 0.2778 2.2 -4.0 -0.4
O -1.0989 -4.2859 0.2921 0.6 4.1 0.2
O 0.2713 -2.4284 0.2127 -1.7 -0.9 -0.1
H -2.8705 1.9510 0.8873 0.0 -0.2 -0.1
H -3.8455 1.7329 -0.5741 0.3 0.2 0.0
H -2.0477 1.9308 -0.7038 -0.7 -0.2 0.3
H -4.7621 -0.4670 -0.3216 -0.2 -0.5 0.0
H -2.6941 -4.4952 0.2673 -1.0 0.3 -0.3
```
Positions in Å, forces in eV/Å.

Results
- frontier orbital gap (spin up / spin down) (eV) = 5.253 / 4.234
- net charge = +3
- DFT total energy (eV) = -207396.431
- 2S+1 = 5
- maximum force (eV Å⁻¹) = 4.58
- ΔE to the lowest compared entry with this formula, charge and spin (kcal per mole) = 0.0
- <S²> = 6.02

***

(4)
Computed, not measured: the molecule C4H6N2O, with the ωB97M-V functional and the def2-TZVPD basis.

```
13
Properties=species:S:1:pos:R:3:forces:R:3
H -2.9307 -1.0866 -0.8871 0.1 0.7 0.7
N -3.4380 -0.4986 -0.1535 -0.5 -0.9 -1.1
N -2.8097 0.4659 0.2588 0.6 1.8 0.8
C -1.4494 0.6027 0.0136 2.6 -8.4 -0.6
C -0.6185 -0.7089 -0.0431 -4.7 3.9 0.7
C 0.7660 -0.2733 -0.0115 3.3 -3.0 -0.1
C 0.6084 1.2317 -0.2087 3.5 0.8 0.3
O -0.6768 1.6543 0.0667 -1.8 1.7 0.2
H -1.0833 -1.6534 0.3461 0.8 1.1 -0.7
H 1.3769 -0.8665 0.8646 -1.4 2.2 -1.4
H 1.4309 -0.6062 -0.9277 -1.4 0.3 1.6
H 1.3083 1.8861 0.3754 -0.6 -0.7 -0.5
H 0.8607 1.3534 -1.2660 -0.5 0.5 0.0
```
Positions in Å, forces in eV/Å.

Results
- frontier orbital gap (spin up / spin down) (eV) = 7.907 / 7.909
- DFT total energy (eV) = -9268.372
- maximum force (eV Å⁻¹) = 8.83
- ΔE to the lowest compared entry with this formula, charge and spin (kcal per mole) = 118.3
- SMILES = [H]/N=N\C1=CCCO1

***

(5)
Computed, not measured: a structure of composition C25H42N2O8P2Sn, with the ωB97M-V functional and the def2-TZVPD basis.

```
80
Properties=species:S:1:pos:R:3:forces:R:3
Sn -1.5413 0.6441 0.5534 1.4 -0.5 -0.4
C 2.5426 2.2420 1.4645 -0.2 0.0 0.2
C 1.1610 2.6002 1.0027 0.3 0.5 -0.7
O 0.1930 1.8162 1.3426 -1.1 -0.9 0.0
C 0.9900 3.7215 0.2238 0.1 -0.3 0.1
C -0.3238 4.1009 -0.2799 0.7 0.1 0.0
C -0.6552 4.2769 -1.7143 -0.4 0.0 -0.1
N -1.1117 4.3588 0.6718 -0.4 -0.6 0.8
N -1.6083 4.5433 1.7424 0.4 1.7 -0.9
C -2.1862 3.4803 2.5036 -0.8 -1.7 0.1
O -2.6425 2.4988 1.9332 0.3 0.7 0.3
C -2.1899 3.7375 3.9223 0.1 0.1 0.3
C -2.0281 5.0314 4.4451 0.0 -0.1 -0.2
C -2.0646 5.2243 5.8108 0.0 0.0 0.2
C -2.2324 4.1415 6.6667 0.0 0.0 -0.2
C -2.3757 2.8541 6.1548 0.0 -0.1 0.0
C -2.3621 2.6503 4.7936 0.0 0.0 -0.2
H 2.6446 1.1598 1.5085 0.0 0.0 0.0
H 2.6832 2.6343 2.4744 0.0 -0.1 0.0
H 3.3095 2.6706 0.8247 0.0 0.0 0.0
H 1.8185 4.3679 -0.0272 0.0 -0.1 -0.2
H 0.0777 4.9388 -2.1746 0.1 0.0 0.1
H -1.6561 4.6780 -1.8546 0.0 0.0 -0.1
H -0.5744 3.3059 -2.2081 0.0 0.0 0.0
H -1.9111 5.8715 3.7769 0.0 0.0 0.0
H -1.9626 6.2194 6.2177 0.0 0.0 0.0
H -2.2507 4.2974 7.7359 0.0 0.0 0.0
H -2.4959 2.0149 6.8238 0.0 0.0 0.0
H -2.4627 1.6591 4.3737 -0.1 0.0 0.1
C 2.0196 -3.0746 2.1241 -0.1 -0.1 -0.3
C 0.8175 -3.9850 1.9478 0.3 -0.1 0.7
C -0.2356 -3.7891 3.0237 -0.1 0.0 -0.3
O 0.2289 -3.8363 0.6145 -0.1 0.4 -0.4
P -0.1139 -2.4842 -0.0945 0.0 -0.3 -0.2
O -0.5460 -1.4237 0.8808 -0.1 0.6 0.1
C 1.2706 -1.9073 -1.1035 -0.6 0.2 0.1
P 0.7609 -0.4030 -2.0138 0.5 0.4 -0.3
O -0.5490 0.1437 -1.5340 -0.5 0.2 0.6
O 1.8211 0.7176 -1.7564 -0.2 -0.4 -0.1
C 3.2110 0.8750 -2.1745 0.6 0.1 -0.1
C 3.3664 0.8482 -3.6832 -0.2 0.0 0.1
C 4.1184 -0.1254 -1.4810 -0.2 0.1 0.0
O 0.7946 -0.7190 -3.5404 0.3 0.2 0.5
C -0.2134 -1.4719 -4.2906 -0.4 -0.3 -0.5
C 0.5223 -2.2213 -5.3847 0.0 0.1 0.3
C -1.2404 -0.5012 -4.8433 0.2 0.0 0.3
O -1.1262 -2.8261 -1.2359 0.2 0.1 0.3
C -2.4411 -3.4612 -1.1317 -0.6 -0.5 0.0
C -2.2802 -4.9641 -1.2701 0.2 0.2 -0.1
C -3.1721 -3.0730 0.1406 0.3 0.3 -0.1
H 2.4794 -3.2582 3.0923 0.0 0.0 0.0
H 1.7102 -2.0297 2.0794 0.0 0.1 0.1
H 2.7649 -3.2727 1.3541 0.1 0.0 0.0
H 1.1422 -5.0262 1.9482 0.0 0.1 -0.1
H -0.6074 -2.7663 3.0184 0.0 0.0 0.0
H 0.1979 -4.0003 3.9991 0.1 0.0 0.0
H -1.0688 -4.4739 2.8736 0.0 0.0 0.0
H 1.5736 -2.6906 -1.7967 0.0 0.0 0.0
H 2.1046 -1.6582 -0.4524 0.1 0.0 0.1
H 3.4388 1.8787 -1.8059 0.0 -0.1 0.0
H 3.1940 -0.1505 -4.0783 0.0 0.0 0.0
H 4.3782 1.1550 -3.9416 0.0 0.0 0.0
H 2.6668 1.5370 -4.1527 0.0 0.0 -0.1
H 3.9662 -1.1323 -1.8698 0.0 -0.1 0.0
H 3.9561 -0.1198 -0.4029 0.0 0.0 0.0
H 5.1553 0.1471 -1.6680 0.0 0.0 0.0
H -0.6926 -2.1709 -3.6018 0.1 0.0 0.0
H 1.0589 -1.5192 -6.0202 0.0 0.0 -0.1
H -0.1940 -2.7635 -5.9982 0.0 0.0 0.0
H 1.2357 -2.9309 -4.9698 0.0 -0.1 0.0
H -0.7632 0.2034 -5.5221 0.0 0.0 -0.1
H -1.7110 0.0515 -4.0319 -0.1 0.0 0.0
H -2.0010 -1.0515 -5.3935 0.0 0.0 0.0
H -2.9765 -3.0693 -2.0005 0.1 0.0 0.1
H -1.7372 -5.3753 -0.4205 0.0 0.0 0.0
H -1.7332 -5.2021 -2.1804 0.0 -0.1 0.0
H -3.2605 -5.4327 -1.3262 0.0 0.0 0.0
H -2.6155 -3.4089 1.0164 -0.1 0.0 0.1
H -4.1544 -3.5400 0.1484 0.0 0.0 0.0
H -3.3058 -1.9877 0.2016 -0.1 -0.1 0.0
```
Positions in Å, forces in eV/Å.

Results
- frontier orbital gap (eV) = 6.773
- net charge = +2
- DFT total energy (eV) = -70366.404
- maximum force (eV Å⁻¹) = 1.94
- ΔE to the lowest compared entry with this formula, charge and spin (kcal per mole) = 21.3

***

Which formula does entry 1 have?
C14H26Br2F3NP